1.
# C38H47CrN6O3S

C38H47CrN6O3S as an isolated structure (ωB97M-V/def2-TZVPD, the OMol25 dataset).

Last column: Löwdin spin population.
Atoms and positions in Å:
Cr -0.729 0.044 -0.266  0.997
C -3.726 -1.103 2.628  0.002
C -2.598 -0.552 1.828  0.015
N -2.531 -0.631 0.548  -0.015
C -3.592 -1.314 -0.168  -0.002
C -3.258 -1.319 -1.642  -0.001
N -1.868 -1.728 -1.752  -0.013
C -1.300 -1.757 -3.102  -0.001
C -0.059 -0.881 -3.129  0.000
N -0.416 0.374 -2.463  -0.010
C 0.609 1.425 -2.572  0.000
C 1.704 1.156 -1.554  -0.002
N 1.027 0.933 -0.292  -0.013
C 1.585 1.162 0.844  0.014
C 2.980 1.662 0.993  0.002
C 0.702 0.883 1.980  -0.003
C 0.964 1.098 3.325  0.006
C -0.027 0.811 4.249  -0.003
C -1.241 0.295 3.820  0.008
C -1.433 0.076 2.465  -0.003
N -0.481 0.388 1.578  0.000
H -4.686 -0.859 2.172  0.001
H -3.726 -0.747 3.653  0.000
H -3.637 -2.193 2.649  0.001
H -4.559 -0.828 -0.010  0.000
H -3.671 -2.340 0.207  -0.001
H -3.352 -0.307 -2.045  0.000
H -3.956 -1.970 -2.179  0.000
H -1.722 -2.613 -1.278  0.000
H -2.039 -1.385 -3.817  0.000
H -1.033 -2.769 -3.403  0.000
H 0.288 -0.722 -4.154  0.000
H 0.724 -1.368 -2.549  0.000
H -1.263 0.732 -2.899  0.000
H 0.136 2.375 -2.318  0.000
H 1.023 1.505 -3.580  0.000
H 2.402 1.993 -1.524  0.000
H 2.264 0.251 -1.812  -0.001
H 3.668 1.007 0.455  0.001
H 3.286 1.696 2.034  0.000
H 3.076 2.666 0.575  0.001
H 1.924 1.472 3.649  0.000
H 0.153 0.975 5.303  0.000
H -2.007 0.043 4.537  0.000
C 6.502 -0.367 1.849  0.000
C 5.425 -1.414 1.916  0.000
C 5.218 -2.106 3.104  0.000
C 4.261 -3.105 3.178  0.000
C 3.479 -3.401 2.080  0.000
C 3.659 -2.704 0.876  0.000
N 2.837 -2.980 -0.207  0.001
C 1.941 -4.083 -0.265  0.000
C 2.375 -5.318 -0.733  0.000
C 1.506 -6.399 -0.764  0.000
C 0.201 -6.256 -0.312  0.000
C -0.231 -5.029 0.165  0.000
C 0.629 -3.935 0.179  -0.001
C 0.101 -2.605 0.631  0.002
O -0.530 -2.503 1.678  0.000
O 0.358 -1.626 -0.190  0.005
C 4.658 -1.715 0.784  0.000
C 4.971 -1.003 -0.509  0.000
H 6.940 -0.204 2.831  0.000
H 6.115 0.588 1.484  0.000
H 7.299 -0.674 1.168  0.000
H 5.821 -1.871 3.972  0.000
H 4.127 -3.655 4.100  0.000
H 2.728 -4.177 2.137  0.000
H 3.014 -2.505 -1.069  0.000
H 3.398 -5.421 -1.068  0.000
H 1.852 -7.354 -1.136  0.000
H -0.471 -7.104 -0.318  0.000
H -1.237 -4.912 0.553  0.000
H 4.392 -1.356 -1.361  0.000
H 6.023 -1.142 -0.761  0.000
H 4.813 0.077 -0.420  0.000
C -4.790 7.244 -3.193  0.000
C -4.049 6.211 -2.399  0.000
C -4.097 4.860 -2.737  0.000
C -3.437 3.907 -1.978  0.000
C -2.715 4.315 -0.871  0.000
C -2.625 5.657 -0.525  0.000
C -3.294 6.595 -1.288  0.000
S -1.961 3.124 0.231  0.002
C -3.449 2.850 1.233  0.002
O -1.789 1.861 -0.606  0.010
H -5.397 6.794 -3.976  0.000
H -4.093 7.944 -3.656  0.000
H -5.443 7.825 -2.540  0.000
H -4.669 4.550 -3.603  0.000
H -3.482 2.855 -2.235  0.000
H -2.047 5.963 0.340  0.000
H -3.237 7.643 -1.022  0.000
H -4.224 2.434 0.592  0.000
H -3.762 3.816 1.627  0.000
H -3.215 2.177 2.053  0.000

Atomic forces in eV per Å
-1.7 -2.2 -3.5
0.0 0.0 0.0
-0.4 -0.3 -0.3
0.3 0.4 0.9
-0.3 0.0 -0.3
-0.1 -0.1 0.0
0.2 0.5 0.3
0.2 0.0 -0.1
0.0 -0.4 0.0
0.2 0.4 0.5
0.2 0.2 0.0
0.0 -0.2 -0.5
0.9 0.7 0.8
0.4 0.2 -0.7
-0.1 0.0 0.2
-0.5 -0.1 0.5
0.2 0.0 -0.2
0.0 0.0 0.0
0.0 -0.1 0.0
0.5 0.1 0.1
0.5 0.5 1.8
0.0 0.0 0.0
0.0 0.0 0.0
0.0 0.0 0.0
0.0 0.0 0.1
0.0 0.0 0.0
0.0 0.0 0.0
0.0 0.0 0.0
0.1 0.0 0.0
0.0 0.0 0.0
-0.1 0.0 0.0
0.0 0.1 0.0
0.0 0.0 -0.1
-0.1 0.0 0.2
-0.1 0.0 -0.1
0.0 -0.1 0.0
0.0 0.0 0.1
0.0 0.0 0.1
-0.2 0.1 0.1
0.0 0.0 0.0
0.0 0.0 0.0
0.0 0.0 0.0
0.0 0.0 0.0
0.0 0.0 0.0
0.0 -0.1 -0.1
0.0 -0.1 0.1
0.0 0.0 0.1
0.1 0.1 0.0
-0.1 0.1 -0.2
0.1 0.0 0.2
0.0 -0.1 -0.2
0.1 0.1 0.0
-0.1 0.0 0.0
0.0 0.0 -0.1
0.0 0.0 0.0
0.0 0.1 0.1
-0.1 0.0 -0.1
0.4 -0.1 0.5
-0.2 0.0 -0.3
-0.6 0.6 0.1
-0.2 -0.1 0.0
0.0 -0.1 0.1
0.0 0.0 0.0
0.0 0.0 0.0
0.0 0.1 0.0
0.0 0.0 0.0
0.0 0.0 0.0
0.0 0.0 0.0
0.1 -0.1 0.0
0.0 0.0 0.0
0.0 0.0 0.0
0.0 0.0 0.0
0.0 0.0 0.0
0.0 0.0 0.0
0.0 0.1 -0.1
0.2 -0.1 -0.2
0.0 0.0 0.0
0.0 0.0 0.1
0.0 0.0 0.0
0.0 -0.2 0.0
0.3 -0.1 0.1
0.1 0.0 0.1
-0.1 0.0 -0.1
-0.7 0.4 0.1
0.3 -0.1 -0.1
0.1 -0.5 -0.1
0.0 0.0 0.0
0.0 0.0 0.0
0.0 0.0 0.0
0.0 0.0 0.0
0.0 0.0 0.0
0.0 0.0 0.0
0.0 0.0 0.0
0.0 0.0 -0.1
0.0 0.0 0.0
0.1 0.0 0.0

Values from the calculation:
* highest occupied orbital energy (spin up / spin down): -0.421 / -0.421 hartree
* charge: +2
* multiplicity: 2
* LUMO level (spin up / spin down): -6.7132 / -6.5745 eV
* frontier orbital gap (spin up / spin down): 4.73 / 4.87 eV


2.
# C38H47MgN5O

C38H47MgN5O as an isolated structure (ωB97M-V/def2-TZVPD, the OMol25 dataset).

Last column: Löwdin charge in e.
Atoms and positions in Å:
Mg 0.167 -0.183 -1.034  0.837
N 1.303 -3.315 2.947  0.055
N 0.029 -2.469 -2.806  -0.029
C 1.226 2.105 -0.808  -0.317
C 2.292 1.200 -0.517  -0.304
C 2.329 1.047 0.906  -0.280
C 3.194 0.199 1.643  -0.042
H 4.052 -0.212 1.126  0.061
H 2.456 -1.149 1.841  -0.089
H 3.289 0.361 2.723  0.071
C 1.266 1.804 1.474  -0.237
C 0.990 1.981 2.922  -0.060
H 1.554 2.839 3.330  0.075
H 1.263 1.107 3.531  0.065
H -0.073 2.192 3.114  0.070
C 0.584 2.440 0.430  -0.265
C -0.593 3.316 0.625  -0.056
H -1.398 2.785 1.163  0.082
H -0.999 3.667 -0.330  0.060
H -0.330 4.199 1.230  0.075
C 3.287 0.669 -1.489  -0.076
H 4.147 1.351 -1.637  0.074
H 2.859 0.505 -2.493  0.053
H 3.700 -0.297 -1.167  0.069
C 1.020 2.805 -2.105  -0.074
H -0.032 3.091 -2.245  0.059
H 1.308 2.181 -2.962  0.063
H 1.613 3.737 -2.184  0.079
C 0.432 -4.121 3.466  -0.282
H 0.703 -4.441 4.465  0.075
C -0.758 -4.513 2.843  -0.171
H -1.412 -5.147 3.405  0.051
C -0.989 -4.090 1.525  -0.130
H -1.916 -4.376 1.037  0.086
C -0.054 -3.284 0.891  -0.071
H -0.048 -3.083 -0.207  0.080
C 0.975 -2.727 1.744  -0.426
C 1.904 -1.825 1.366  -0.043
H 2.110 -1.854 0.225  0.075
C -0.194 -1.125 -3.110  -0.189
C 0.954 -3.013 -3.654  -0.159
H 1.470 -3.952 -3.376  0.097
C 0.849 -2.244 -4.814  -0.143
H 1.237 -2.551 -5.760  0.080
N 0.127 -1.101 -4.481  -0.058
C 0.058 0.158 -5.115  -0.120
C 1.161 0.498 -5.906  -0.195
C 1.070 1.701 -6.591  -0.023
H 1.868 1.963 -7.300  0.114
C 0.000 2.568 -6.406  -0.302
C -0.182 3.770 -7.248  -0.078
H -0.726 4.551 -6.709  0.074
H -0.775 3.529 -8.139  0.079
H 0.772 4.174 -7.587  0.070
C -0.966 2.278 -5.454  -0.029
H -1.798 2.970 -5.283  0.120
C -0.940 1.105 -4.728  -0.185
C -1.934 0.903 -3.617  -0.075
H -2.257 -0.140 -3.492  0.068
H -2.814 1.520 -3.848  0.076
H -1.580 1.287 -2.636  0.070
C 2.432 -0.299 -5.881  -0.051
H 2.324 -1.372 -6.069  0.038
H 2.966 -0.201 -4.918  0.097
H 3.092 0.019 -6.688  0.070
C -0.229 0.498 6.829  -0.082
C -1.654 0.163 6.433  -0.213
N -1.772 -0.342 5.051  -0.054
C -1.147 -1.620 4.788  -0.222
C -1.046 -2.486 6.032  -0.091
C -2.505 0.325 4.094  -0.393
O -3.181 1.335 4.393  -0.023
C -2.514 -0.158 2.658  -0.169
C -3.725 -0.146 1.956  -0.113
C -3.725 -0.339 0.578  -0.123
C -2.510 -0.565 -0.086  -0.218
N -1.323 -0.474 0.569  -0.057
C -1.340 -0.414 1.938  -0.084
H 0.396 -0.392 6.955  0.053
H -0.233 1.035 7.783  0.065
H 0.239 1.147 6.080  0.075
H -2.020 -0.636 7.089  0.091
H -2.306 1.032 6.536  0.108
H -1.721 -2.146 4.011  0.118
H -0.138 -1.473 4.364  0.112
H -2.002 -2.500 6.571  0.074
H -0.806 -3.510 5.733  0.053
H -0.252 -2.127 6.694  0.056
H -4.650 0.015 2.501  0.084
H -4.637 -0.285 -0.006  0.078
H -2.480 -0.822 -1.153  0.070
H -0.380 -0.597 2.431  0.099

Atomic forces in eV per Å
0.0 -0.2 1.5
-0.5 0.7 0.8
1.9 2.5 3.5
-0.7 -0.6 0.3
-0.6 -0.2 0.3
0.4 -0.3 0.3
1.6 3.3 -0.1
0.0 -0.2 0.2
1.8 1.0 2.7
0.0 -0.3 -0.4
0.0 0.2 -0.9
-0.2 0.1 0.6
-0.1 -0.1 0.0
-0.1 0.1 -0.2
0.2 -0.1 -0.1
0.7 -0.4 0.0
-0.5 0.3 0.2
0.2 0.2 -0.2
0.0 0.0 0.1
-0.2 -0.1 -0.1
0.6 -0.1 -0.4
-0.1 -0.1 0.1
0.0 0.1 0.2
-0.1 0.2 0.0
-0.1 0.4 -0.5
0.2 0.0 -0.1
-0.1 0.1 0.0
-0.1 -0.2 0.0
-1.0 -0.4 0.0
-0.2 -0.6 0.2
0.4 0.1 0.9
-0.6 -0.3 0.0
0.6 0.4 -0.6
0.2 -0.2 -0.2
-0.4 -0.6 0.3
-0.3 0.1 1.1
1.6 -1.5 -0.4
-2.5 -2.6 -6.4
-0.5 0.7 1.3
0.0 -4.3 -0.4
-2.6 0.6 -1.5
-0.5 0.6 -0.7
0.6 -1.4 1.2
-0.4 0.3 -0.3
0.3 1.0 1.1
0.6 -0.1 0.7
-0.7 0.5 0.0
0.4 0.3 -0.4
-0.3 0.0 0.3
-0.1 -0.4 0.0
-0.1 0.7 -0.5
0.1 0.0 -0.1
0.1 0.1 0.0
0.0 0.1 0.0
-0.1 0.1 0.0
0.4 -0.1 0.0
0.6 -1.2 -0.4
-0.9 0.3 0.0
0.2 0.5 0.0
0.0 -0.1 0.0
0.0 -0.4 -0.6
0.8 -0.4 -0.7
0.2 0.9 0.1
-0.3 0.0 -0.3
0.2 0.5 0.1
0.4 0.4 0.0
-0.4 -0.2 -0.7
-0.3 0.5 0.4
0.5 -0.4 -0.7
-0.1 -0.4 0.0
-0.4 0.6 -0.2
0.6 -1.0 -0.1
2.4 -0.3 0.8
-1.9 0.5 -0.6
1.1 -0.3 -0.5
-2.3 0.5 -0.2
2.0 -0.3 0.2
-0.7 0.3 0.0
-0.1 0.3 -0.1
0.0 0.0 0.0
-0.1 -0.1 0.1
-0.1 0.5 0.1
0.1 -0.1 -0.2
0.2 0.2 0.2
-0.2 -0.2 0.2
0.2 -0.2 -0.1
0.0 0.2 0.0
-0.3 -0.3 0.0
0.1 0.1 -0.1
-0.1 -0.3 0.1
0.0 0.2 0.3
-0.2 0.5 -0.3

Values from the calculation:
* highest occupied orbital energy (spin up / spin down): 0.041 / 0.009 hartree
* charge: -2
* multiplicity: 1
* relative energy (zero: lowest compared OMol25 entry of this formula, charge and spin): 0.0 kcal per mole
* LUMO level (spin up / spin down): 3.9513 / 3.9519 eV
* frontier orbital gap (spin up / spin down): 2.84 / 3.71 eV


3.
# C38H47N2O

A 5-piece molecular cluster, C38H47N2O overall (ωB97M-V/def2-TZVPD, the OMol25 dataset).

Last column: Löwdin charge in e.
Atoms and positions in Å:
C 6.163 2.658 -0.817  -0.049
C 5.884 1.232 -1.223  -0.239
O 4.713 0.750 -0.548  -0.084
C 4.215 -0.421 -1.101  -0.286
C 3.126 -0.182 -2.159  -0.084
N 1.744 -0.180 -1.676  -0.154
C 0.843 -0.168 -2.826  -0.138
C -0.635 -0.220 -2.503  -0.177
C -1.423 -0.992 -3.369  -0.035
C -2.798 -1.143 -3.189  -0.070
C -3.409 -0.519 -2.113  -0.069
C -2.640 0.266 -1.258  -0.035
C -1.260 0.438 -1.437  -0.222
C -0.550 1.353 -0.477  -0.033
C 1.505 -1.305 -0.806  -0.161
C 2.351 -1.089 0.434  -0.088
N 3.770 -1.289 0.029  0.139
H 6.761 3.109 -1.604  0.085
H 6.737 2.711 0.100  0.081
H 5.239 3.222 -0.752  0.086
H 6.726 0.579 -0.985  0.127
H 5.755 1.196 -2.306  0.123
H 5.029 -0.964 -1.581  0.162
H 3.317 0.813 -2.551  0.142
H 3.259 -0.873 -3.001  0.135
H 1.035 0.719 -3.428  0.140
H 1.066 -1.031 -3.466  0.120
H -0.950 -1.500 -4.198  0.109
H -3.343 -1.763 -3.881  0.104
H -4.468 -0.621 -1.940  0.094
H -3.116 0.761 -0.425  0.114
H -0.265 0.852 0.449  0.074
H -1.194 2.187 -0.216  0.064
H 0.361 1.773 -0.888  0.075
H 0.472 -1.372 -0.487  0.129
H 1.784 -2.266 -1.273  0.145
H 2.206 -0.063 0.747  0.137
H 2.043 -1.784 1.207  0.131
H 4.370 -1.192 0.852  0.173
H 3.857 -2.261 -0.272  0.187
C -9.988 -0.379 -2.662  -0.092
C -9.108 -1.403 -2.340  -0.096
C -7.781 -1.327 -2.738  -0.104
C -7.333 -0.224 -3.453  -0.107
C -8.213 0.800 -3.773  -0.096
C -9.541 0.721 -3.380  -0.093
H -11.024 -0.440 -2.355  0.102
H -9.458 -2.261 -1.780  0.101
H -7.096 -2.129 -2.492  0.096
H -6.297 -0.163 -3.763  0.088
H -7.863 1.660 -4.330  0.101
H -10.229 1.518 -3.633  0.102
C 0.805 -0.497 5.193  -0.093
C 0.138 -1.256 6.144  -0.084
C -0.767 -2.230 5.746  -0.083
C -1.004 -2.452 4.397  -0.089
C -0.336 -1.696 3.444  -0.109
C 0.566 -0.718 3.843  -0.116
H 1.508 0.266 5.502  0.103
H 0.322 -1.086 7.196  0.106
H -1.291 -2.816 6.489  0.106
H -1.710 -3.212 4.088  0.105
H -0.526 -1.866 2.390  0.090
H 1.082 -0.119 3.101  0.080
C 5.394 -3.351 3.109  -0.117
C 6.516 -2.963 2.386  -0.123
C 7.556 -3.859 2.180  -0.093
C 7.470 -5.144 2.695  -0.080
C 6.348 -5.532 3.416  -0.079
C 5.310 -4.636 3.625  -0.089
H 4.584 -2.649 3.280  0.091
H 6.587 -1.956 1.987  0.087
H 8.433 -3.555 1.624  0.104
H 8.280 -5.844 2.537  0.108
H 6.285 -6.535 3.817  0.108
H 4.439 -4.937 4.193  0.106
C -4.517 6.632 0.179  -0.090
C -4.599 5.379 -0.410  -0.093
C -3.443 4.651 -0.654  -0.101
C -2.207 5.175 -0.302  -0.106
C -2.124 6.428 0.289  -0.097
C -3.280 7.158 0.527  -0.092
H -5.418 7.201 0.367  0.103
H -5.564 4.970 -0.681  0.102
H -3.506 3.675 -1.121  0.091
H -1.305 4.606 -0.492  0.085
H -1.160 6.836 0.563  0.100
H -3.217 8.137 0.984  0.102

Atomic forces in eV per Å
0.2 -0.2 -0.3
0.3 0.2 -0.2
-0.4 -0.2 0.4
0.5 0.6 -0.5
-0.5 0.2 0.2
0.2 -0.1 -0.2
-0.3 0.1 0.0
-0.4 -0.4 -0.1
-0.3 0.1 0.4
0.7 0.1 0.1
0.3 0.2 0.1
0.2 -0.2 -0.3
-0.3 0.0 -0.1
0.2 0.2 -0.1
0.5 0.1 0.3
-1.0 -0.1 -0.5
-0.3 -0.6 0.6
0.1 0.1 0.0
-0.2 0.1 0.3
-0.1 0.1 0.2
0.1 -0.1 0.1
-0.3 -0.1 -0.1
0.1 -0.2 0.0
0.2 0.1 -0.1
0.0 -0.3 0.1
0.2 0.2 0.1
0.0 -0.1 -0.1
0.1 0.0 -0.1
-0.2 0.0 -0.1
-0.1 0.0 0.0
-0.1 0.1 0.1
-0.1 -0.1 0.1
-0.1 0.0 0.2
0.1 0.0 -0.2
-0.3 0.1 -0.2
-0.2 -0.2 -0.1
0.2 0.2 0.3
0.5 -0.1 0.3
0.3 0.3 -0.2
0.1 -0.1 0.1
0.0 0.0 0.0
0.0 0.0 0.0
0.0 0.0 0.0
0.0 0.0 0.0
0.0 0.0 0.0
0.0 0.0 0.0
0.0 0.0 0.0
0.0 0.0 0.0
0.0 0.0 0.0
0.0 0.0 0.0
0.0 0.0 0.0
0.0 0.0 0.0
0.0 0.0 0.0
0.0 0.0 0.0
0.0 0.0 0.0
0.0 0.0 0.0
0.1 0.0 0.0
0.0 0.0 -0.1
0.0 0.0 0.0
0.0 0.0 0.0
0.0 0.0 0.0
0.0 0.0 0.0
0.0 0.0 0.0
0.0 0.0 0.0
-0.1 0.1 -0.1
-0.1 0.0 -0.1
0.0 0.0 0.0
0.0 0.0 0.0
0.0 0.0 0.0
0.0 0.0 0.0
0.0 0.0 0.1
0.1 0.0 0.1
0.0 0.0 0.0
0.0 0.0 0.0
0.0 0.0 0.0
0.0 0.0 0.0
0.0 0.0 0.0
0.0 0.0 0.0
0.0 0.0 0.0
0.0 0.0 0.0
0.0 0.0 0.0
0.0 0.0 0.0
0.0 0.0 0.0
0.0 0.0 0.0
0.0 0.0 0.0
0.0 0.0 0.0
0.0 0.0 0.0
0.0 0.0 0.0

Values from the calculation:
* highest occupied orbital energy: -0.392 hartree
* charge: +1
* multiplicity: 1
* relative energy (zero: lowest compared OMol25 entry of this formula, charge and spin): 0.0 kcal per mole
* LUMO level: -2.7007 eV
* frontier orbital gap: 7.97 eV


| no. | calculated total energy (eV) |
| --- | --- |
| 1 | -94497.7656 |
| 2 | -55105.4926 |
| 3 | -45189.3546 |